No. 1
The following is a DFT calculation (ωB97M-V with the def2-TZVPD basis set) of one molecule with the formula C20H30FNO.

Atoms and positions in Å:
H 0.643 -1.705 -4.521
C -0.674 -1.491 0.891
C -4.124 -1.490 2.693
H -4.792 0.614 0.040
F 0.961 -1.773 -1.995
H -4.673 -2.294 3.189
H 0.019 0.309 -0.808
H -0.789 -1.775 -0.158
H -3.090 -1.125 -0.426
C 0.437 0.565 0.167
H -2.209 -2.438 2.960
C -2.877 -0.342 0.307
H 3.778 0.408 -0.631
N 0.486 -0.630 0.977
O 3.039 3.044 -0.894
C 3.119 0.889 -3.143
H -2.337 0.455 -0.206
H 3.396 1.506 -5.170
C 2.369 0.176 2.272
H 2.703 0.430 3.280
H 1.789 -0.140 -6.075
H -0.203 1.347 0.619
C 1.336 -0.962 -4.156
C 1.756 2.472 -0.767
C -4.970 -0.894 1.573
H 0.300 0.424 2.816
C 2.736 0.122 -0.775
H -3.916 -0.719 3.438
H -0.421 -2.398 1.447
H -3.984 1.016 1.557
C -4.193 0.204 0.856
C 0.932 -0.337 2.321
H -5.900 -0.491 1.980
H -3.010 -2.838 1.438
H 3.821 1.607 -2.747
C 2.878 0.832 -4.504
H 1.878 2.216 1.842
H 3.017 -0.611 1.888
C 2.469 0.043 -2.249
C 1.981 -0.091 -5.014
C -2.015 -0.932 1.425
C 1.591 -0.885 -2.799
H -1.798 -0.140 2.151
H -5.229 -1.679 0.858
H 1.096 3.149 -0.204
C 1.852 1.138 -0.013
H 2.556 -0.855 -0.326
H 3.478 1.746 1.272
H 0.882 -1.254 2.912
C -2.806 -2.028 2.142
H 1.306 2.309 -1.757
C 2.447 1.407 1.377
H 2.958 3.886 -1.350

Output
Kohn-Sham gap, eV: 8.8
LUMO, eV: 0.740
ΔE to the lowest compared entry with this formula, charge and spin, kcal/mol: 0.0
SMILES string: OC[C@@]1(Cc2ccccc2F)CCCN(CC2CCCCC2)C1

No. 2
The following is a DFT calculation (ωB97M-V with the def2-TZVPD basis set) of a 2-piece molecular cluster, C10H11BrClF7O7PS overall at a distorted geometry.

Atoms and positions in Å:
F -0.370 -2.617 -3.075
H -2.364 3.246 -0.192
F 1.691 0.445 -0.296
O 4.528 -2.320 0.343
S -2.188 0.011 2.470
Br 2.569 3.420 -0.872
O -1.002 1.586 -2.204
C -0.113 -1.819 2.125
H 0.705 3.539 1.264
H -1.998 -1.813 0.934
O 4.003 -1.146 2.326
H 0.077 -2.515 2.946
C -0.259 1.479 -0.964
F -0.689 -1.459 -0.920
C 0.401 -1.033 -1.560
C 0.814 0.449 -1.298
H 0.401 -2.186 1.229
H -2.204 -2.366 2.588
H -1.427 2.161 1.959
C -1.645 -1.672 1.958
O 2.332 -2.389 1.215
C 0.280 -1.455 -3.067
H 0.375 -0.884 2.403
F -0.409 -0.627 -3.807
C -1.137 1.183 1.562
O -3.133 1.707 -2.814
F 1.397 -1.781 -1.105
H -0.078 1.064 1.814
H -3.444 1.845 -0.178
C -2.342 1.838 -1.983
O -0.040 3.837 0.711
P 0.335 3.319 -0.834
Cl 3.743 -2.342 1.555
O 4.086 -3.508 2.336
C -1.398 1.195 0.032
C -2.462 2.204 -0.498
F 1.435 -1.697 -3.608
H -1.969 0.271 -0.101
F 1.499 0.830 -2.391

Output
Kohn-Sham gap, eV: 8.1
LUMO, eV: 2.134
ΔE to the lowest compared entry with this formula, charge and spin, kcal/mol: 0.0
Total charge: -1

No. 3
The following is a DFT calculation (ωB97M-V with the def2-TZVPD basis set) of one molecule with the formula C5H11NO2 at a distorted geometry.

Atoms and positions in Å:
C -1.278 -1.096 1.359
H 2.080 2.196 -0.408
H -3.178 -0.435 -0.634
C 2.393 1.147 -0.330
N 0.110 0.465 -0.353
H 3.330 1.104 0.228
H -1.949 -1.533 -1.292
H -1.974 0.179 -1.786
H 1.818 0.569 -2.061
O 2.662 0.609 -1.596
H -0.687 -1.994 1.117
H -0.854 -0.635 2.257
H 1.245 0.708 1.460
C 1.319 0.349 0.426
C -2.142 -0.513 -0.964
O -0.995 1.155 0.418
H 1.612 -0.707 0.450
H -2.294 -1.409 1.532
C -1.218 -0.159 0.178

Output
Kohn-Sham gap, eV: 10.5
LUMO, eV: 0.892
ΔE to the lowest compared entry with this formula, charge and spin, kcal/mol: 79.5
SMILES string: CC1(C)ON1CCO

No. 4
The following is a DFT calculation (ωB97M-V with the def2-TZVPD basis set) of C7H8BrN2O4S as an isolated structure at a distorted geometry.

Atoms and positions in Å:
C 1.004 1.537 0.228
H 0.754 2.516 0.535
C 1.802 -0.711 -0.476
C -0.688 -0.930 -0.419
H -0.498 -1.406 0.547
H 2.579 -2.470 -0.500
Br -2.032 1.326 -1.544
C 1.826 0.648 -0.018
C 3.829 1.193 0.158
O -2.581 1.885 1.551
C -1.067 0.489 -0.109
S -2.210 0.530 1.205
N -3.668 -0.261 0.659
O -1.749 -0.302 2.292
H -1.497 -1.491 -0.909
O 4.003 1.194 1.310
C 0.577 -1.019 -1.303
H 0.489 -0.295 -2.116
N 2.716 -1.525 -0.146
H 0.660 -2.025 -1.728
O 4.134 1.336 -0.960
H -4.102 -0.660 1.478
H -4.282 0.439 0.265

Output
Kohn-Sham gap, eV: 7.0
LUMO, eV: 2.923
Total charge: -1